Run one
Entry from the Open Molecules 2025 dataset: a molecular structure, C2H5NOS (ωB97M-V/def2-TZVPD).

Output
* multiplicity: 1
* highest occupied orbital energy: -8.43 eV
* HOMO-LUMO gap: 8.586 eV
* LUMO: 0.0057 Ha
* net charge: 0

Atoms and positions in Å:
C  0.42239  1.95346  -0.45296
C  -0.58185  -0.75144  0.58117
H  0.10404  1.49863  -1.42095
H  -0.43304  2.59771  0.04008
H  1.13523  2.65991  -0.75272
H  -0.52649  0.56517  2.10469
H  -1.32673  -0.92200  1.29013
N  0.15051  0.18012  1.05281
O  1.09187  1.09933  0.59809
S  -0.48655  -1.47919  -0.88656

***

Run two
Entry from the Open Molecules 2025 dataset: C2H5NOS in the gas phase (ωB97M-V/def2-TZVPD).

Output
* multiplicity: 1
* highest occupied orbital energy: -8.77 eV
* HOMO-LUMO gap: 9.558 eV
* LUMO: 0.0289 Ha
* net charge: 0
* structure (SMILES): CN(S)C=O

Atoms and positions in Å:
C  -1.05972  -0.75558  0.04303
N  -0.14525  0.32434  0.04306
S  0.19684  0.94825  1.58916
C  0.89685  0.38962  -0.86409
O  1.73462  1.24515  -0.79041
H  -0.88609  -1.40851  0.87822
H  -2.05593  -0.25800  0.16928
H  -1.03365  -1.23731  -0.94755
H  1.54771  1.10360  1.47512
H  0.80463  -0.35156  -1.59582

***

Run three
Entry from the Open Molecules 2025 dataset: C2H5NOS in the gas phase (ωB97M-V/def2-TZVPD).

Output
* multiplicity: 1
* highest occupied orbital energy: -8.46 eV
* HOMO-LUMO gap: 8.762 eV
* LUMO: 0.0110 Ha
* net charge: 0
* structure (SMILES): NC(=S)CO

Atoms and positions in Å:
N  -0.41125  -0.18608  -1.45818
C  -0.59045  -0.13189  -0.16265
S  -1.84658  -1.15015  0.44445
C  0.24789  0.62745  0.76045
O  1.50053  0.11589  0.92113
H  0.37963  0.08874  -1.99976
H  -0.94932  -0.96147  -1.90793
H  0.51507  1.69474  0.33252
H  -0.28538  0.67485  1.78897
H  1.43986  -0.77209  1.28101

***

Which one sits at the bottom of the stability order? run one does.

***

Run one
Entry from the Open Molecules 2025 dataset: 2 unconnected molecules or ions with the total composition C2H5NOS (ωB97M-V/def2-TZVPD).

Output
* multiplicity: 1
* highest occupied orbital energy: -8.67 eV
* HOMO-LUMO gap: 7.330 eV
* LUMO: -0.0491 Ha
* net charge: 0

Atoms and positions in Å:
C  1.30884  0.41374  -0.07876
C  -0.07836  0.03174  0.36344
H  1.22061  -1.90279  0.46428
H  1.44900  1.05790  -1.00990
H  1.97322  1.26521  0.47273
H  -0.14454  -0.83536  0.92739
H  -3.76176  0.90797  -0.28332
N  -1.28639  0.24056  -0.23956
O  2.12152  -0.77077  -0.42834
S  -2.80215  -0.40821  -0.18795

***

Run two
Entry from the Open Molecules 2025 dataset: C2H5NOS in the gas phase (ωB97M-V/def2-TZVPD).

Output
* multiplicity: 1
* highest occupied orbital energy (spin up / spin down): -7.92 / -7.92 eV
* HOMO-LUMO gap (spin up / spin down): 8.464 / 8.464 eV
* LUMO (spin up / spin down): 0.0201 / 0.0201 Ha
* net charge: 0

Atoms and positions in Å:
C  -0.71856  -0.46586  0.48049
C  1.14878  0.48110  -0.92583
N  0.49423  0.15822  0.36804
O  -2.97852  -1.09476  1.38226
S  -1.60105  -0.72881  1.80390
H  -1.13432  -0.51211  -0.74094
H  1.77746  1.31219  -0.67330
H  1.84239  -0.37839  -1.24766
H  0.36231  0.60559  -1.62679
H  0.80729  0.62283  1.17983

***

Which one sits at the bottom of the stability order? run one does.

***

Run one
Entry from the Open Molecules 2025 dataset: 8 unconnected molecules or ions with the total composition H16O8 (ωB97M-V/def2-TZVPD).

Output
* multiplicity: 1
* highest occupied orbital energy: -10.28 eV
* HOMO-LUMO gap: 9.888 eV
* LUMO: -0.0145 Ha
* net charge: 0
* structure (SMILES): O.O.O.O.O.O.O.O

Atoms and positions in Å:
O  -0.34522  0.17158  0.61303
H  0.15621  -0.02399  -0.20193
H  -0.30361  1.13636  0.70878
O  0.40166  2.84823  1.10279
H  0.19356  2.71702  2.03625
H  1.18172  3.41350  1.10317
O  -1.05252  -3.27053  0.77034
H  -0.47482  -2.50226  0.80673
H  -1.77833  -2.99830  0.19613
O  -1.63920  4.55214  -0.24898
H  -0.91027  3.94762  -0.05767
H  -1.52369  5.28254  0.36480
O  1.63528  -1.78656  0.76411
H  1.24154  -1.00681  1.18458
H  2.52661  -1.51615  0.52358
O  1.02320  0.04826  -1.78222
H  1.00968  -0.53614  -2.55070
H  1.77831  0.63080  -1.90916
O  1.19915  -2.84671  -2.02162
H  1.17854  -2.43790  -1.13993
H  2.06492  -2.64761  -2.38876
O  -2.84092  -1.19246  0.51279
H  -2.20937  -0.50689  0.24217
H  -2.51242  -1.47574  1.37171

***

Run two
Entry from the Open Molecules 2025 dataset: 8 unconnected molecules or ions with the total composition H16O8 (ωB97M-V/def2-TZVPD).

Output
* multiplicity: 1
* highest occupied orbital energy: -11.38 eV
* HOMO-LUMO gap: 11.833 eV
* LUMO: 0.0166 Ha
* net charge: 0
* structure (SMILES): O.O.O.O.O.O.O.O

Atoms and positions in Å:
O  0.02713  -0.43534  -2.08119
H  -0.40043  -1.13421  -1.56336
H  0.95126  -0.42475  -1.70325
O  -1.33564  -1.84951  -0.42111
H  -1.63187  -1.12892  0.19423
H  -2.07523  -2.10632  -0.97044
O  -1.15873  1.63046  -1.01740
H  -0.81074  0.86840  -1.63015
H  -2.02890  1.82772  -1.17753
O  -2.51585  0.11046  0.78228
H  -2.01468  0.69927  0.17231
H  -1.91539  0.31170  1.55728
O  1.24192  -1.73734  1.16857
H  0.52130  -2.19525  0.62456
H  0.69463  -1.04267  1.67027
O  1.26253  2.09809  0.33946
H  0.55354  2.22044  -0.29733
H  1.90507  1.66577  -0.30508
O  2.51375  -0.25211  -0.66992
H  2.03181  -0.65826  0.14092
H  3.23342  -0.89909  -0.85281
O  -0.03002  0.47608  1.94591
H  0.45094  0.84600  1.13290
H  0.49454  0.82396  2.63481

***

Run three
Entry from the Open Molecules 2025 dataset: a molecular structure, H16O8 (ωB97M-V/def2-TZVPD).

Output
* multiplicity: 1
* highest occupied orbital energy: -8.20 eV
* HOMO-LUMO gap: 8.135 eV
* LUMO: -0.0025 Ha
* net charge: 0

Atoms and positions in Å:
H  0.89718  -0.05805  -0.64584
H  -0.17419  0.21252  0.39771
H  0.32582  1.93338  1.59864
H  0.30088  2.76684  0.32791
H  -2.24206  0.52364  -1.93256
H  -3.54201  1.26307  -1.66159
H  3.37799  1.02833  0.01948
H  2.64586  0.08210  -0.91790
H  0.51505  -5.50807  -0.36896
H  -0.03767  -4.10921  -0.58743
H  -0.90865  -1.73903  5.20251
H  -1.44396  -1.75144  3.78008
H  0.74266  4.92652  0.47693
H  -0.16631  5.02020  1.69145
H  0.44856  -1.39244  -3.96181
H  -0.38187  -2.62507  -3.64394
O  0.34219  -0.50086  0.00601
O  0.58863  2.79163  1.24746
O  -3.19377  0.38745  -1.86410
O  2.49599  0.80575  -0.29914
O  -0.31356  -5.02241  -0.44981
O  -1.14214  -1.15364  4.47328
O  0.49111  4.45053  1.27640
O  0.37424  -2.33174  -4.16475

***

Run four
Entry from the Open Molecules 2025 dataset: 8 unconnected molecules or ions with the total composition H16O8 (ωB97M-V/def2-TZVPD).

Output
* multiplicity: 1
* highest occupied orbital energy: -10.81 eV
* HOMO-LUMO gap: 10.809 eV
* LUMO: 0.0001 Ha
* net charge: 0
* structure (SMILES): O.O.O.O.O.O.O.O

Atoms and positions in Å:
O  -0.09942  2.39623  2.18038
H  -0.64337  2.83322  1.52510
H  -0.32875  2.82300  3.00592
O  -0.15403  0.41398  -0.34131
H  -0.12367  0.70546  0.56993
H  0.30908  -0.42372  -0.34088
O  0.97018  -1.90873  0.29967
H  1.24154  -2.25836  1.14841
H  1.69834  -2.11186  -0.28748
O  -0.81255  -3.24726  -0.94976
H  -0.44006  -4.12887  -0.96577
H  -0.15021  -2.71485  -0.50922
O  -2.39875  2.48803  0.27041
H  -2.79002  2.11818  1.06183
H  -1.93362  1.75485  -0.13251
O  0.41679  2.40338  -2.74627
H  -0.04358  1.87046  -2.09797
H  0.96470  1.78037  -3.22366
O  -1.63662  -0.83723  2.43323
H  -1.91416  0.06516  2.59101
H  -0.77722  -0.90034  2.84998
O  2.93456  -1.32993  -1.85690
H  2.22795  -1.23477  -2.49555
H  3.48285  -0.55645  -1.98859

***

Which one sits at the bottom of the stability order? run three does.